Entry 1:
{
  "formula": "C4H14O3",
  "method": "ωB97M-V with the def2-TZVPD basis set",
  "elements": ["C", "C", "C", "C", "H", "H", "H", "H", "H", "H", "H", "H", "H", "H", "O", "H", "H", "O", "H", "H", "O"],
  "xyz": [[1.036006, 0.763517, 1.146777], [0.568495, -0.657930, 1.370848], [-0.262938, -0.979320, 2.363998], [1.028669, -1.605185, 0.307438], [2.087152, 0.719654, 0.806323], [1.073667, 1.452284, 1.988436], [0.367156, 1.240465, 0.411434], [-0.752977, -1.930450, 2.479418], [-0.445776, -0.269036, 3.153589], [0.352150, -2.460636, 0.232739], [2.013690, -2.047961, 0.418421], [0.997712, -1.118374, -0.678016], [-2.906448, 0.115333, -0.013376], [-1.801050, -0.679654, 0.357802], [-2.102714, -0.215397, -0.445473], [-1.074886, 0.406733, -1.692113], [-1.300241, 0.402538, -3.258599], [-0.632739, 0.383988, -2.565955], [0.916574, 1.778799, -1.517382], [0.173780, 2.177798, -2.808939], [0.664720, 2.522828, -2.057380]],
  "atomic_forces_ev_per_a": [[0.7861, -0.0405, -0.0459], [-0.0401, 0.4163, 0.3251], [0.2877, 0.2299, -0.0705], [-0.9884, -0.4627, -0.8440], [-0.5317, 0.2240, -0.3603], [-0.3962, -0.3553, 0.4268], [0.4617, -0.1976, -0.0309], [0.2217, -0.4483, -0.0703], [-0.2698, 0.2798, 0.0085], [-0.0438, -0.0097, 0.0772], [0.3152, 0.3722, 0.3854], [0.1037, -0.0491, 0.1894], [-0.1695, 0.5075, -0.8672], [0.9388, -0.1772, -0.5174], [-0.9205, -0.3358, 1.7814], [-0.2109, -0.1298, -0.7519], [-0.1727, -0.1932, 0.3498], [0.0796, -0.3366, -0.2515], [-0.0394, -0.3999, -0.2177], [0.1482, -0.4326, 0.4457], [0.4405, 1.5386, 0.0384]],
  "e_lumo_ev": 0.42,
  "total_charge": 0,
  "total_energy_ha": -386.4848,
  "spin_multiplicity": 1,
  "max_force_ha_per_bohr": 0.040,
  "smiles": "C=C(C)C.O.O.O"
}

Entry 2:
{
  "formula": "C2H2N4O2S",
  "method": "ωB97M-V with the def2-TZVPD basis set",
  "elements": ["C", "C", "N", "N", "N", "N", "O", "O", "S", "H", "H"],
  "xyz": [[1.140517, 0.549092, -1.114651], [0.501140, -0.644612, -0.477983], [1.349754, -0.812994, 0.671443], [2.149040, 0.124279, 1.029144], [-2.080389, 0.204691, 1.015592], [-3.035844, 0.593070, 0.614497], [-0.198162, -1.517652, -0.960142], [-4.047326, 0.981347, 0.229927], [2.184249, 1.357835, -0.147489], [0.895811, 0.795426, -2.131855], [1.141215, -1.630485, 1.271518]],
  "atomic_forces_ev_per_a": [[-2.1624, -1.2270, -0.2296], [3.1527, 0.5319, -1.8258], [-2.1561, -0.4909, -0.7603], [1.3377, 2.2003, 0.2240], [1.2778, -0.3901, 0.4452], [1.2721, -0.6498, 0.7081], [-0.4743, 0.5085, 0.7314], [-2.5328, 1.0500, -1.1198], [-0.2274, -2.7777, 1.9486], [-0.0694, 0.3383, 0.0014], [0.5822, 0.9065, -0.1233]],
  "e_lumo_ev": [-0.39, -0.39],
  "total_charge": 0,
  "total_energy_ha": -844.9772,
  "spin_multiplicity": 1,
  "max_force_ha_per_bohr": 0.072
}

Entry 3:
{
  "formula": "C19H38AsNO4PtSSb",
  "method": "ωB97M-V with the def2-TZVPD basis set",
  "elements": ["Pt", "O", "N", "O", "O", "C", "C", "As", "C", "C", "C", "C", "H", "H", "H", "H", "H", "H", "H", "H", "H", "H", "H", "H", "H", "H", "H", "C", "C", "Sb", "C", "C", "C", "C", "H", "H", "H", "H", "H", "H", "H", "H", "H", "H", "H", "H", "H", "H", "H", "C", "S", "O", "C", "C", "C", "C", "C", "C", "H", "H", "H", "H", "H", "H", "H", "H"],
  "xyz": [[-0.018584, 0.137733, 0.158989], [1.558838, 0.104516, -1.636095], [2.420414, 0.205501, -0.769252], [3.575674, 0.246190, -0.952965], [1.952778, 0.240603, 0.470032], [-2.604194, 3.111683, 2.345397], [-2.204671, 1.731843, 2.842421], [-0.432275, 1.223419, 2.267134], [0.701454, 2.766131, 2.554268], [0.787490, 3.696211, 1.355437], [0.124695, 0.017846, 3.676165], [-0.854397, -1.133711, 3.846965], [-3.626675, 3.344353, 2.644583], [-2.555448, 3.174623, 1.261805], [-1.958829, 3.889284, 2.754806], [-2.885634, 0.963529, 2.464533], [-2.214306, 1.673628, 3.934293], [1.683075, 2.347224, 2.791379], [0.331248, 3.280124, 3.446679], [1.118478, 3.157528, 0.465435], [1.505249, 4.493961, 1.547393], [-0.172342, 4.157131, 1.125838], [0.210529, 0.604677, 4.595099], [1.125484, -0.330746, 3.408747], [-1.813060, -0.788078, 4.234094], [-0.470178, -1.876077, 4.546512], [-1.047136, -1.634505, 2.896927], [-0.494059, -4.439712, 2.288042], [0.708997, -3.650509, 1.786359], [0.442191, -2.563220, -0.017211], [2.342113, -2.964995, -0.873239], [2.540812, -4.439429, -1.216305], [-0.838459, -3.752806, -1.208069], [-2.278308, -3.871980, -0.714971], [-0.259781, -4.921224, 3.238090], [-0.774072, -5.226926, 1.589726], [-1.368400, -3.811681, 2.449330], [1.550898, -4.312802, 1.582582], [1.042482, -2.913417, 2.518546], [3.071396, -2.623448, -0.135869], [2.442220, -2.337580, -1.758413], [2.419762, -5.092152, -0.351318], [3.548238, -4.600650, -1.598715], [1.849194, -4.773213, -1.988214], [-0.353212, -4.727147, -1.273348], [-0.793552, -3.289111, -2.194955], [-2.359312, -4.540853, 0.137899], [-2.910032, -4.279921, -1.503791], [-2.693195, -2.906501, -0.420751], [-2.807579, 0.030547, -3.118680], [-3.037465, 0.246791, -1.374006], [-1.800867, -0.449225, -0.786595], [-2.852864, 1.991885, -1.289596], [-3.978751, 2.731086, -0.957609], [-3.884582, 4.115249, -0.920955], [-2.673988, 4.733983, -1.193368], [-1.548250, 3.978920, -1.512842], [-1.631380, 2.599831, -1.570026], [-1.820474, 0.400732, -3.391005], [-3.589759, 0.587915, -3.627531], [-2.899822, -1.030803, -3.333556], [-4.913935, 2.236995, -0.733273], [-4.755011, 4.705515, -0.672531], [-2.604271, 5.811525, -1.157861], [-0.610042, 4.469251, -1.732655], [-0.764289, 2.010622, -1.848627]],
  "atomic_forces_ev_per_a": [[-0.3060, -1.3776, 0.3493], [-0.5475, 0.2667, -1.0865], [-0.7689, 0.0108, 0.3121], [1.8291, 0.0466, 0.0244], [-0.1823, 0.4940, 0.6079], [-0.0856, 0.0935, 0.1237], [-0.2231, -0.0635, -0.0280], [0.1452, 0.2569, -0.5602], [0.0508, 0.0574, 0.2069], [0.0746, 0.0710, -0.0447], [0.0943, -0.0473, 0.0191], [-0.0643, -0.0693, 0.0182], [-0.0016, 0.0046, 0.0025], [0.0437, -0.0008, -0.1018], [-0.0019, -0.0063, 0.0209], [0.0114, 0.0578, 0.0783], [-0.0203, 0.0363, -0.0538], [-0.0298, 0.0727, 0.0175], [0.1026, -0.0073, -0.0364], [-0.0064, -0.0309, 0.0153], [-0.0033, 0.0141, 0.0017], [-0.0372, -0.0013, 0.0036], [0.0301, -0.0091, -0.0605], [-0.0411, -0.0145, 0.0261], [-0.0108, 0.0158, 0.0166], [0.0093, -0.0068, -0.0001], [0.0290, -0.0025, -0.0166], [0.1016, -0.0618, 0.0704], [0.0210, -0.1360, 0.1187], [-0.0991, 0.4720, -0.1197], [0.0279, -0.2139, -0.0963], [0.1852, 0.0741, -0.0503], [-0.0024, -0.2554, -0.0043], [-0.0141, 0.0437, -0.0887], [-0.0085, -0.0131, 0.0269], [0.0057, -0.0195, -0.0332], [-0.0642, 0.0458, -0.0183], [0.0257, -0.0388, 0.1217], [0.0098, -0.0676, 0.0508], [0.0599, -0.0058, -0.0500], [0.0570, -0.0230, 0.0021], [-0.0332, 0.0014, 0.0363], [0.0468, -0.0437, -0.0118], [-0.0383, 0.0053, -0.0240], [-0.1409, -0.0739, -0.1472], [-0.0035, -0.0570, -0.0395], [0.0065, 0.0016, 0.0521], [-0.0583, -0.0291, -0.0123], [0.0145, 0.0096, -0.0097], [0.1428, -0.0767, -0.1765], [-0.3632, -0.1091, 0.1991], [-0.0384, 0.4446, 0.4766], [0.2215, 0.2037, 0.0577], [0.0471, 0.0436, -0.0015], [-0.0157, 0.0223, -0.0390], [0.0155, -0.0794, 0.0073], [-0.0448, 0.0654, -0.0069], [-0.0488, -0.0086, -0.1011], [-0.0011, -0.0056, -0.0452], [-0.0525, 0.0305, -0.0593], [0.0094, -0.0509, -0.0191], [-0.0471, -0.0497, 0.0215], [-0.0187, 0.0216, 0.0049], [0.0115, 0.0543, -0.0057], [0.0190, 0.0122, 0.0063], [-0.0254, 0.0060, 0.0516]],
  "e_lumo_ev": -3.30,
  "total_charge": 1,
  "total_energy_ha": -4095.6019,
  "spin_multiplicity": 1,
  "max_force_ha_per_bohr": 0.036
}

Entry 4:
{
  "formula": "C38H61BCl5N6PTeTi",
  "method": "ωB97M-V with the def2-TZVPD basis set",
  "elements": ["Ti", "C", "C", "C", "C", "N", "N", "B", "N", "N", "C", "C", "C", "C", "C", "C", "C", "C", "N", "N", "C", "C", "C", "C", "C", "C", "C", "C", "C", "C", "C", "C", "H", "H", "H", "H", "H", "H", "H", "H", "H", "H", "H", "H", "H", "H", "H", "H", "H", "H", "H", "H", "H", "H", "H", "H", "H", "H", "H", "H", "H", "H", "H", "H", "H", "H", "H", "H", "H", "H", "H", "H", "C", "Te", "C", "H", "H", "H", "H", "H", "H", "Cl", "C", "C", "C", "Cl", "C", "Cl", "C", "Cl", "C", "Cl", "C", "C", "P", "C", "C", "C", "C", "H", "H", "H", "H", "H", "H", "H", "H", "H", "H", "H", "H", "H", "H", "H"],
  "xyz": [[0.049621, -0.257692, -0.302541], [-0.367691, -3.052806, 4.110820], [0.533042, -2.587865, 3.013707], [1.883908, -2.770051, 2.846763], [2.220971, -2.192674, 1.615483], [1.126335, -1.610209, 1.089318], [0.089493, -1.904105, 1.948902], [-1.341797, -1.661822, 1.504805], [-1.435609, -0.035303, 1.173195], [-0.353279, 0.631341, 1.748516], [-0.819818, 1.438730, 2.676384], [-2.258840, 1.418251, 2.624512], [-2.618620, 0.526282, 1.681218], [-3.967135, -0.011016, 1.342353], [-0.014002, 2.087083, 3.791618], [0.192738, 3.591629, 3.572113], [-0.834521, 1.910086, 5.084398], [1.320636, 1.366475, 3.981304], [-1.545054, -2.380174, 0.179281], [-0.573389, -2.209298, -0.791829], [-0.789609, -3.163685, -1.724671], [-1.922180, -3.892772, -1.356075], [-2.363714, -3.385900, -0.152428], [-3.501673, -3.826572, 0.709697], [0.092362, -3.547095, -2.899520], [-0.718271, -3.429502, -4.196922], [0.494850, -5.020060, -2.678082], [1.367491, -2.722815, -3.013400], [3.554809, -2.459752, 0.945115], [3.548514, -3.951424, 0.557414], [3.816193, -1.638167, -0.314433], [4.684727, -2.204089, 1.950958], [0.229581, -3.483165, 4.910997], [-1.061554, -3.817544, 3.758902], [-0.957126, -2.232608, 4.522723], [2.539248, -3.317458, 3.506373], [-2.149341, -1.987124, 2.320337], [-2.934829, 1.970914, 3.260034], [-4.686947, 0.802967, 1.261001], [-4.312685, -0.675192, 2.137786], [-3.965717, -0.570772, 0.409778], [-0.748299, 4.106903, 3.363117], [0.890682, 3.788861, 2.757936], [0.614053, 4.027497, 4.480454], [-1.733508, 2.529136, 5.092956], [-0.218998, 2.215159, 5.931745], [-1.125836, 0.867980, 5.237495], [1.948104, 1.398232, 3.094997], [1.166238, 0.315894, 4.243116], [1.867558, 1.843602, 4.797003], [-2.347895, -4.732675, -1.882758], [-4.042970, -4.627973, 0.213244], [-4.200002, -3.010685, 0.901849], [-3.151470, -4.197903, 1.673725], [-1.622288, -4.041767, -4.170447], [-0.111613, -3.765178, -5.041204], [-1.012724, -2.392445, -4.382257], [-0.372277, -5.682112, -2.652449], [1.042660, -5.143049, -1.740036], [1.140943, -5.342146, -3.497657], [1.183972, -1.777943, -3.512303], [2.101967, -3.267569, -3.609625], [1.819265, -2.533623, -2.037428], [2.806134, -4.147976, -0.222298], [3.323505, -4.588690, 1.413302], [4.531609, -4.230245, 0.169574], [2.902533, -1.313288, -0.812868], [4.371167, -2.224164, -1.049717], [4.423330, -0.769106, -0.075542], [4.635798, -2.883135, 2.803573], [4.653268, -1.177426, 2.325656], [5.648407, -2.361952, 1.460761], [4.190778, 1.816620, -0.833696], [2.472133, 1.462201, 0.362632], [2.220707, 3.569385, 0.454722], [4.942705, 2.170883, -0.129783], [3.946674, 2.579739, -1.568084], [4.529172, 0.912265, -1.323549], [2.553653, 3.975113, -0.492985], [2.861630, 3.908830, 1.266480], [1.195166, 3.849856, 0.637748], [2.625370, 0.506084, -2.971307], [0.937881, 0.497703, -3.337417], [-0.019962, 0.141387, -2.379132], [-1.321263, 0.031115, -2.888573], [-2.587376, -0.443261, -1.801727], [-1.688282, 0.288097, -4.201320], [-3.315000, 0.115741, -4.703236], [-0.712448, 0.705357, -5.099062], [-1.128926, 1.076815, -6.707384], [0.605440, 0.809870, -4.660611], [1.804826, 1.318436, -5.766375], [-3.992855, 3.824425, -1.270456], [-3.230345, 2.498757, -1.271327], [-1.433186, 2.570330, -0.860730], [-1.372321, 3.856632, 0.458224], [-1.191001, 5.318604, 0.043447], [-0.832936, 3.362549, -2.408554], [0.655669, 3.681897, -2.525382], [-5.037823, 3.632204, -1.518155], [-3.609564, 4.524166, -2.014238], [-3.975283, 4.314180, -0.296378], [-3.285942, 2.044706, -2.262894], [-3.707786, 1.790476, -0.595029], [-0.582806, 3.570131, 1.143379], [-2.291644, 3.725505, 1.034405], [-0.249977, 5.480517, -0.483679], [-1.173613, 5.948557, 0.934298], [-1.995327, 5.677846, -0.594913], [-1.423364, 4.270476, -2.547248], [-1.133755, 2.682178, -3.207350], [0.907613, 4.590547, -1.982309], [0.933340, 3.844451, -3.569290], [1.275600, 2.871369, -2.142984]],
  "atomic_forces_ev_per_a": [[-0.1659, 0.7635, 0.2122], [0.0665, 0.0216, -0.0140], [-0.1176, -0.0526, 0.1449], [0.1464, -0.1322, 0.0356], [0.0081, -0.0161, -0.1091], [0.0083, -0.0791, 0.1252], [-0.0646, 0.2045, -0.0854], [-0.0051, -0.3041, 0.2212], [0.2874, -0.2494, -0.1370], [-0.0550, 0.1026, 0.1151], [-0.3025, -0.0680, 0.1069], [0.0781, 0.2914, 0.2307], [-0.0142, -0.2967, -0.2354], [0.0293, 0.0123, 0.0064], [-0.0862, 0.0076, -0.0786], [0.0603, -0.0081, -0.0045], [-0.0188, -0.0311, 0.0273], [-0.0052, 0.0068, 0.0756], [0.1589, 0.0722, 0.0888], [-0.3976, -0.1935, -0.0826], [0.0810, 0.0180, 0.0579], [-0.0384, -0.1385, -0.0818], [-0.1193, -0.0710, 0.0639], [0.0523, 0.0020, -0.0619], [-0.0767, -0.0318, 0.0576], [-0.0234, 0.0008, -0.0655], [-0.0550, -0.0336, -0.0062], [0.0714, -0.0190, 0.0027], [0.0038, 0.0401, 0.0327], [-0.0426, -0.0608, -0.0199], [-0.0246, 0.0754, 0.0033], [0.0798, -0.0284, 0.0113], [-0.0014, -0.0011, 0.0006], [0.0254, 0.0084, -0.0135], [0.0266, -0.0043, -0.0194], [-0.0611, 0.0691, -0.0690], [0.0955, 0.1301, -0.0686], [0.0724, -0.0276, -0.0519], [0.0027, -0.0115, 0.0228], [0.0257, 0.0151, -0.0187], [0.0038, 0.0196, 0.0203], [0.0444, -0.0411, 0.0323], [-0.0209, 0.0115, 0.0425], [-0.0124, -0.0320, -0.0515], [0.0427, -0.0300, -0.0125], [-0.0266, -0.0052, -0.0257], [0.0203, 0.0445, 0.0019], [0.0230, 0.0284, -0.0267], [0.0012, 0.0495, -0.0277], [-0.0141, -0.0416, -0.0296], [0.0444, 0.0756, 0.0351], [-0.0009, -0.0018, 0.0001], [0.0350, -0.0189, -0.0255], [0.0191, 0.0057, -0.0349], [0.0617, 0.0297, 0.0114], [-0.0195, 0.0231, 0.0427], [0.0098, -0.0621, 0.0065], [0.0568, 0.0414, -0.0038], [-0.0129, 0.0190, -0.0456], [-0.0509, 0.0141, 0.0493], [0.0234, -0.0939, 0.0155], [-0.0347, 0.0150, 0.0123], [-0.0225, -0.0196, -0.0190], [0.0228, 0.0068, 0.0558], [0.0213, 0.0161, -0.0356], [-0.0691, 0.0292, 0.0176], [-0.0577, 0.0306, -0.0053], [0.0179, 0.0230, 0.0540], [-0.0077, 0.1088, 0.0028], [0.0040, 0.0432, -0.0476], [0.0059, -0.0424, -0.0241], [-0.0484, 0.0063, 0.0386], [0.0827, 0.0524, 0.0110], [0.0466, -0.3139, 0.1504], [0.0121, 0.0081, 0.0843], [0.0161, 0.0307, -0.0764], [0.0593, -0.0388, 0.0088], [0.0610, 0.0143, 0.0895], [0.0199, 0.0487, -0.0092], [-0.0419, 0.0394, -0.0415], [-0.0594, 0.0371, -0.0035], [-0.3038, -0.1525, -0.0318], [-0.0565, 0.0797, -0.0077], [-0.0287, 0.0552, -0.6435], [0.1315, -0.0574, 0.1824], [0.0552, -0.0980, -0.0715], [-0.0909, -0.0352, 0.0204], [-0.0320, 0.0056, -0.0355], [0.0221, 0.0263, -0.0474], [-0.0153, 0.0045, -0.0590], [0.0267, -0.0032, 0.0561], [0.0869, 0.0095, -0.0515], [0.0178, -0.0030, -0.0056], [-0.0782, 0.0614, -0.0426], [0.3456, -0.1359, -0.0522], [0.0045, 0.0630, -0.0250], [0.0167, -0.0274, 0.0510], [0.1071, 0.0775, 0.0115], [-0.0520, 0.0581, -0.0188], [0.0302, 0.0182, -0.0033], [-0.0004, -0.0281, 0.0362], [-0.0068, -0.0125, -0.0274], [-0.0582, 0.0428, 0.0237], [-0.0018, 0.0568, 0.0281], [0.0463, -0.0342, 0.0583], [-0.0339, 0.0431, -0.0382], [-0.0505, -0.0207, 0.0305], [-0.0159, 0.0007, -0.0137], [-0.0180, -0.0374, -0.0074], [-0.0001, 0.0143, -0.0455], [-0.0032, -0.0126, 0.0192], [0.0339, 0.0000, -0.0026], [-0.0496, -0.0166, 0.0480], [0.0111, -0.0557, 0.0084]],
  "e_lumo_ev": -6.88,
  "total_charge": 2,
  "total_energy_ha": -5597.3442,
  "spin_multiplicity": 1,
  "max_force_ha_per_bohr": 0.016
}

> Number 3 is which compound?

C19H38AsNO4PtSSb